A molecular structure, C35H37F15N5ORu in a non-equilibrium geometry, computed with ωB97M-V/def2-TZVPD.

Atoms and positions in Å:
1 Ru 0.61501 0.18683 -0.47603
2 C 3.46138 1.50940 1.08538
3 N 2.52471 0.39895 0.93026
4 C 3.20156 -0.79806 0.40876
5 C 3.49783 -0.62029 -1.06308
6 N 2.29382 -0.20972 -1.80042
7 C 2.46348 -0.09765 -3.15434
8 C 1.39067 0.16500 -4.04192
9 F 0.12622 0.22047 -3.58037
10 C 1.49257 0.29303 -5.41118
11 F 0.38146 0.51493 -6.12409
12 C 2.70872 0.18393 -6.04967
13 F 2.81951 0.30837 -7.37820
14 C 3.80252 -0.06198 -5.24945
15 F 5.01399 -0.15839 -5.80662
16 C 3.69023 -0.18821 -3.87474
17 F 4.88836 -0.36810 -3.26546
18 C 1.79931 0.13744 2.18163
19 C 0.65300 1.10943 2.32975
20 N -0.18910 1.06621 1.12503
21 C -1.41476 1.70783 1.21568
22 C -1.78816 2.63462 2.21491
23 F -0.93045 3.03841 3.17382
24 C -3.02686 3.24927 2.27355
25 F -3.27452 4.12052 3.25220
26 C -3.99354 2.99896 1.32316
27 F -5.18199 3.60355 1.36577
28 C -3.68031 2.10690 0.31971
29 F -4.58010 1.82552 -0.62632
30 C -2.44527 1.48846 0.28225
31 F -2.29341 0.60515 -0.72329
32 H 4.21694 1.25754 1.84133
33 H 2.93300 2.40676 1.40492
34 H 3.97109 1.72443 0.15002
35 H 2.52498 -1.63764 0.53839
36 H 4.11923 -1.01833 0.97160
37 H 3.90263 -1.56765 -1.43056
38 H 4.29547 0.11783 -1.17977
39 H 2.46937 0.17306 3.05065
40 H 1.37835 -0.86481 2.11849
41 H 1.03075 2.12173 2.49390
42 H 0.08693 0.83097 3.22126
43 C -2.72669 -5.82502 7.18930
44 C -2.36246 -5.04443 5.95712
45 C -3.06006 -5.20910 4.76940
46 C -2.74123 -4.47887 3.63096
47 C -3.54289 -4.73246 2.37463
48 C -1.69410 -3.54648 3.68939
49 C -1.39960 -2.75028 2.48024
50 O -0.57836 -1.86196 2.39836
51 C -0.96200 -3.37684 4.87936
52 C 0.19676 -2.42358 5.00274
53 C -1.31262 -4.13300 5.98772
54 H -3.52650 -6.53626 6.98892
55 H -3.05970 -5.15498 7.98392
56 H -1.86593 -6.37656 7.57064
57 H -3.87174 -5.92680 4.72535
58 H -4.27442 -5.51758 2.55646
59 H -2.90980 -5.05287 1.54643
60 H -4.08527 -3.84463 2.04677
61 H -1.98777 -2.99871 1.58316
62 H 0.95192 -2.61822 4.24100
63 H 0.65347 -2.52405 5.98692
64 H -0.12035 -1.38995 4.86331
65 H -0.74778 -4.00897 6.90586
66 F -1.35828 -1.75867 -0.52381
67 C -0.09173 -1.64579 -1.05199
68 F 0.69655 -2.44730 -0.23824
69 C -0.21345 -2.45529 -2.36152
70 F -0.65302 -3.69192 -2.06409
71 F 0.95333 -2.59761 -2.99130
72 F -1.10092 -1.91739 -3.19556
73 C 1.06236 4.47414 -4.88618
74 C 0.62112 4.84056 -3.47417
75 N -0.07299 3.75448 -2.78284
76 C -1.52092 3.65103 -2.95296
77 C -1.98785 2.70204 -4.05200
78 C 0.59547 2.83086 -2.06081
79 C 2.05684 3.02691 -1.79170
80 N -0.00252 1.79195 -1.57623
81 H 1.61424 5.30070 -5.33615
82 H 0.20652 4.25381 -5.52330
83 H 1.70805 3.59399 -4.88137
84 H -0.06204 5.68985 -3.50368
85 H 1.47574 5.15811 -2.88074
86 H -1.87882 4.65935 -3.16006
87 H -1.95546 3.36690 -1.98908
88 H -1.70089 3.06602 -5.03792
89 H -3.07556 2.62573 -4.02415
90 H -1.57499 1.69812 -3.93663
91 H 2.22240 3.89467 -1.15073
92 H 2.61547 3.16709 -2.71680
93 H 2.42589 2.13038 -1.30325
94 H -0.93205 1.65419 -1.94757

**<S²>**: 0.7567
**Total energy**: -89734.75164 eV
**Highest occupied orbital energy (alpha / beta)**: -7.00 / -7.02 eV
**F_max**: 1.53 eV/A
**HOMO-LUMO gap (alpha / beta)**: 7.0 / 6.9 eV
**Multiplicity**: 2